Record 1
Here is a 5-piece molecular cluster, C7H24N6O7 overall from OMol25. Energies are from the ωB97M-V functional and the def2-TZVPD basis.

As for the SMILES: NC(N)=O.NC(N)=O.NC(N)=O.OCCO.OCCO. For the energy above the lowest of the compared OMol25 structures with the same formula, charge and spin, the calculation gives 2.075 eV. As for the charge: 0.

Last column: Mulliken charge in e.
Element x y z (Å)
C 1.4153 -0.3916 0.7264  0.7034
O 0.9574 -0.4469 1.8828  -0.8421
N 1.0616 0.3347 -0.2736  -0.1370
N 2.1139 -1.3849 0.2578  -0.3737
H 1.6585 0.4289 -1.0828  0.0649
H 0.4355 1.1204 -0.1693  0.0609
H 2.3514 -2.1554 0.8661  0.2317
H 2.5676 -1.2864 -0.6392  0.1017
C 3.6053 0.2190 -3.5745  0.7385
O 3.8024 0.3347 -2.4009  -0.6481
N 3.9813 -0.9012 -4.2261  -0.3813
N 3.2190 1.1541 -4.4098  -0.3653
H 4.4051 -1.7363 -3.8478  0.2019
H 3.7396 -0.8859 -5.2066  0.1316
H 3.0749 0.9815 -5.3944  0.1474
H 3.0346 2.0998 -4.1069  0.2129
C -1.4838 -3.5692 -0.8050  0.6547
O -1.6211 -2.8463 -1.7766  -0.6772
N -2.3191 -4.5104 -0.3787  -0.4093
N -0.4283 -3.4438 -0.0174  -0.3248
H -2.1267 -5.0182 0.4729  0.1707
H -3.2020 -4.6553 -0.8472  0.2268
H -0.1504 -4.0699 0.7248  0.1809
H 0.1343 -2.6286 -0.2151  0.2376
C 0.0209 4.1046 -0.0892  -0.4156
C -1.3577 3.4413 0.1009  0.0949
O -2.1242 3.9173 -0.9468  -0.5603
O 0.7795 3.1269 -0.8420  -0.4448
H 0.3925 4.2929 0.9181  0.2531
H -0.0233 5.0556 -0.6199  0.3677
H -1.8657 3.7758 1.0055  0.3066
H -1.1880 2.3724 0.2300  -0.1485
H -2.3520 4.8236 -0.7267  0.3213
H 1.0995 3.6656 -1.5693  0.2554
C -1.8695 -0.0816 3.2632  0.0986
C -3.0670 -0.3192 4.1388  -0.6533
O -2.7899 -1.4176 5.0265  -0.4886
O -1.4844 -1.2879 2.6411  -0.5321
H -1.0405 0.2147 3.9059  0.2500
H -1.9120 0.6878 2.4924  0.0034
H -4.0495 -0.5043 3.7045  0.3877
H -3.2877 0.5806 4.7130  0.2597
H -3.5105 -2.0116 4.8040  0.3137
H -0.5971 -1.1796 2.2910  0.4243

Atomic forces in eV per Å
-1.8 -1.9 2.9
0.3 1.1 -0.4
-2.0 4.6 -2.5
3.3 -3.7 -0.6
0.0 -0.1 0.1
0.4 -0.1 0.2
0.3 0.4 -0.1
0.1 -0.4 0.2
2.0 -2.0 0.0
-0.5 0.8 2.8
-0.3 -1.2 -1.9
-1.6 2.9 -1.9
-0.3 0.6 0.3
0.4 -0.7 0.2
0.1 0.0 0.4
0.0 -0.4 0.2
0.0 0.9 -0.6
-0.7 0.0 -0.5
-1.9 -1.8 0.1
2.6 0.7 1.2
-0.3 0.2 -0.3
0.3 0.0 0.1
-0.3 0.3 -0.2
0.2 -0.3 0.2
-0.5 -1.6 1.2
1.1 2.2 1.1
-1.6 -0.9 -1.7
0.2 1.6 0.1
0.9 -0.1 -0.1
-0.2 -0.1 0.0
0.4 -0.1 0.6
-0.6 -0.1 -0.8
-0.1 -0.1 -0.1
0.4 -0.5 -0.3
1.2 -0.7 -0.4
-0.4 0.3 0.7
-0.6 0.5 -0.3
-1.1 -0.6 -0.1
0.0 0.2 0.4
-0.8 0.4 0.1
0.3 -0.2 -1.0
0.4 0.2 0.3
0.4 -0.5 0.4
0.4 0.3 -0.1

---

Record 2
Here is a 6-piece molecular cluster, C7H24NO5 overall from OMol25. Energies are from the ωB97M-V functional and the def2-TZVPD basis.

For the energy above the lowest of the compared OMol25 structures with the same formula, charge and spin, the calculation gives 0.000 eV. As for the charge: +1.

Last column: Mulliken charge in e.
Element x y z (Å)
C 0.9731 -0.5751 0.0742  -0.8851
C -0.4339 -0.1174 -0.2909  -0.4250
C -1.2516 0.2689 0.9296  0.0087
C -1.5420 -0.5733 1.9243  0.3287
C -1.1962 -2.0082 2.0076  -0.5992
C -1.6081 -2.9323 1.1496  -0.6815
C -1.7403 1.6861 0.9411  -1.7153
N 1.8526 -0.5698 -1.1334  -0.0360
H 0.9657 -1.5806 0.4844  0.4048
H 1.3971 0.1095 0.7901  0.3738
H -0.3818 0.7275 -0.9631  0.6467
H -0.9567 -0.9151 -0.8099  0.0190
H -2.1280 -0.1703 2.7504  0.4708
H -0.6093 -2.3229 2.8664  0.3212
H -1.3604 -3.9772 1.2740  0.2934
H -2.2344 -2.7054 0.3008  0.2790
H -2.3777 1.9203 1.7912  0.2595
H -0.8937 2.3774 0.9426  0.4879
H -2.3069 1.9006 0.0323  0.4705
H 2.7029 -1.1028 -0.9460  0.3932
H 2.1079 0.4270 -1.3540  0.3765
H 1.3603 -0.9852 -1.9522  0.3229
H -2.7456 -2.5887 -3.2897  0.2957
H -2.8490 -1.0613 -3.5364  0.2978
O -2.3133 -1.7457 -3.1241  -0.6325
H -0.3715 1.2176 2.6953  0.3112
H 0.6586 1.6463 3.7477  0.2444
O 0.3979 1.7843 2.8294  -0.6289
H 1.4911 2.6864 1.7067  0.3451
H 2.0754 4.0424 1.2463  0.3420
O 2.1278 3.0947 1.0838  -0.7174
H -0.5092 -1.5882 -3.3346  0.3662
H 0.7990 -2.1111 -4.0257  0.3065
O 0.4710 -1.4773 -3.3819  -0.6971
H 2.9926 2.5264 -1.9496  0.3302
H 2.5988 2.4218 -0.4483  0.4075
O 2.8776 1.8916 -1.2369  -0.6855

Atomic forces in eV per Å
-0.3 0.0 -0.2
-0.1 -0.4 0.4
-0.2 -0.1 -0.1
-0.1 0.0 -0.2
0.0 0.0 0.0
0.1 -0.1 0.0
0.0 0.3 -0.3
-0.3 -0.1 0.0
0.0 0.0 0.1
0.3 0.2 0.3
0.1 0.3 -0.2
0.0 -0.1 -0.3
0.0 -0.1 0.0
0.0 0.0 0.0
0.1 0.0 0.1
-0.1 0.2 -0.1
0.0 -0.1 0.1
-0.1 0.0 -0.1
0.0 -0.1 0.0
0.0 0.2 -0.2
0.3 -0.2 0.0
0.1 0.0 0.0
-0.1 0.0 -0.1
-0.1 -0.1 -0.1
0.3 0.1 0.1
0.1 -0.1 0.0
0.1 0.1 -0.1
0.3 0.1 0.5
0.2 0.0 -0.1
0.1 0.0 0.0
-0.3 0.0 0.1
0.5 0.0 -0.1
-0.1 0.0 -0.1
-0.4 0.0 0.2
0.0 0.0 -0.1
0.1 -0.2 -0.1
-0.2 0.3 0.2

---

Record 3
Here is a 9-piece molecular cluster, C7H24O8 overall from OMol25. Energies are from the ωB97M-V functional and the def2-TZVPD basis.

Its electronic energy is -24020.6638 eV. As for the charge: +1. The spin multiplicity is 2.

Last column: Mulliken charge in e.
Element x y z (Å)
C 3.2046 -0.4785 -0.9313  -1.5436
C 2.2384 0.5933 -0.6207  0.6687
C 0.8435 0.2366 -0.5829  -0.1269
C -0.1193 1.1533 -0.1900  -0.8547
C 0.2800 2.4654 0.0423  -0.6095
C 1.6799 2.8011 0.0193  -0.5925
C 2.6486 1.8543 -0.1776  -0.5279
H 2.7289 -1.3915 -1.2772  0.3682
H 4.0526 -0.1394 -1.5212  0.4990
H 3.6147 -0.8087 0.0327  0.3493
H 0.4650 -0.7363 -0.8432  1.1373
H -1.1261 0.8232 -0.0098  0.4922
H -0.5369 3.1591 0.2075  0.7718
H 1.9553 3.8161 0.2829  0.4281
H 3.6921 2.0434 -0.0262  0.5276
H -0.7158 -3.4448 -0.7059  0.2735
H 0.0218 -2.3225 0.0414  0.3574
O -0.8093 -2.5187 -0.4311  -0.5905
H -0.7249 3.0786 2.4611  0.3444
H -1.7540 1.9696 2.1981  0.3999
O -1.6381 2.9395 2.1882  -0.6763
H -0.2173 0.7655 -2.9918  0.3024
H 0.4495 -0.5336 -3.4502  0.2946
O -0.4100 -0.1158 -3.3283  -0.5870
H -2.6301 0.1398 2.4886  0.3453
H -2.2528 -0.4013 1.1292  0.2606
O -1.8806 0.1406 1.8796  -0.7073
H -2.2977 -1.5267 -2.9175  0.3315
H -3.2398 -0.2987 -2.9923  0.3330
O -3.2064 -1.2345 -2.7681  -0.7018
H -3.1203 -1.1024 -0.9634  0.3794
H -2.5490 -2.1751 -0.0428  0.3646
O -3.0930 -1.3722 -0.0191  -0.7187
H -0.4766 -0.1173 2.6439  0.4538
H 0.9888 -0.0078 3.2791  0.3220
O 0.2140 -0.5654 3.1631  -0.7435
H 0.8955 -1.5011 1.7667  0.3753
H 1.5249 -2.9792 1.7538  0.2635
O 1.3000 -2.2079 1.2129  -0.6630

Atomic forces in eV per Å
-0.1 -0.1 0.5
-0.2 -1.6 0.3
-1.2 1.0 0.3
1.1 -1.0 -0.1
-0.1 -0.2 -0.6
0.2 0.4 0.7
-0.8 0.7 -0.2
0.0 0.2 -0.5
0.0 -0.1 -0.2
0.2 0.2 0.2
0.5 -0.3 -0.2
-0.2 0.2 -0.4
0.5 0.4 0.1
0.0 0.0 -0.1
0.3 0.3 -0.2
0.0 0.3 0.1
-0.1 -0.5 0.5
0.4 -0.6 -0.7
-0.2 0.1 0.3
0.0 0.4 -0.1
0.2 -0.3 -0.1
0.0 0.0 -0.2
-0.1 0.0 -0.2
0.1 0.0 0.1
0.0 -0.1 0.3
-0.1 -0.2 -0.2
-1.0 0.0 -0.1
0.0 0.3 -0.2
0.2 -0.1 -0.3
-0.1 0.0 0.3
-0.3 -0.3 0.3
0.0 0.3 0.1
-0.1 0.5 0.2
-0.2 0.1 0.1
-0.2 0.2 0.1
0.9 -0.5 0.0
0.1 -0.8 0.7
-0.3 0.5 0.1
0.4 0.3 -0.5

---

Record 4
Here is C7H25B3Be2Cl15 as an isolated structure from OMol25. Energies are from the ωB97M-V functional and the def2-TZVPD basis.

Its electronic energy is -198317.6499 eV. As for the charge: +1.

Last column: Mulliken charge in e.
Element x y z (Å)
Be 1.0044 0.2871 2.6758  -0.0726
Be 1.3035 -1.5779 -0.4609  0.5776
B 0.1430 0.4133 0.5099  2.8951
H -0.0415 0.3835 -0.6373  -0.4024
H -0.1066 1.4672 0.9652  -0.3495
H -0.4104 -0.4169 1.1134  -0.5039
H 1.2860 0.1781 0.6147  -0.8017
B 1.9336 -1.5092 2.1267  -0.1459
H 2.4695 -0.8131 1.3542  -0.1540
H 2.5304 -2.4837 2.2933  -0.0909
H 1.7835 -0.8679 3.1438  0.5322
H 0.8968 -1.7135 1.6059  -0.2103
B 0.7946 -2.2378 -2.6009  0.2592
H 0.7210 -3.2188 -1.9536  -0.1948
H 0.1441 -1.3617 -2.1379  -0.2953
H 1.9062 -1.8516 -2.5747  -0.1126
H 0.4833 -2.3604 -3.7092  -0.1190
C -0.4665 3.9926 -1.8875  0.0432
Cl 0.4889 3.2496 -3.1795  -0.0848
Cl -0.8680 5.6543 -2.3381  -0.1136
Cl 0.4863 4.0144 -0.4003  -0.1166
H -1.4152 3.4858 -1.7542  0.2434
C -1.6583 -2.4714 4.7384  -0.4770
Cl -3.2166 -3.2594 4.9826  -0.1407
Cl -1.4361 -1.8481 3.0717  -0.0352
H -1.5001 -1.6545 5.4361  0.3154
H -0.8984 -3.2188 4.9472  0.3503
C 2.6259 0.3405 -3.6736  -0.4150
Cl 2.4928 0.6423 -1.9134  0.0350
Cl 4.0364 -0.6244 -4.0988  -0.1293
H 1.7162 -0.0899 -4.0874  0.1908
H 2.6260 1.3054 -4.1783  0.3595
C -2.1470 -0.0273 -3.8324  0.2394
Cl -3.7746 0.6011 -4.1556  -0.1576
Cl -0.9901 0.6264 -5.0318  -0.1565
H -1.7989 0.2777 -2.8510  -0.2075
H -2.0911 -1.1043 -3.9465  0.2711
C -3.3568 1.8012 4.0201  -0.3824
Cl -3.1959 1.3221 5.6920  -0.1275
Cl -1.8040 1.7886 3.1006  -0.0771
H -4.0470 1.1320 3.5190  0.2789
H -3.6774 2.8367 3.9858  0.3426
C -3.1591 -2.7439 0.0319  -0.2916
Cl -4.0572 -1.5182 -0.8694  -0.1283
Cl -1.3926 -2.6486 -0.1618  -0.0284
H -3.3043 -2.5616 1.0919  0.1196
H -3.4748 -3.7465 -0.2331  0.3877
C 4.4701 2.4545 0.1658  -0.3227
Cl 3.4424 1.4623 1.2337  -0.0336
Cl 5.8096 3.1457 1.1045  -0.1332
H 4.8664 1.8318 -0.6285  0.2882
H 3.8273 3.2348 -0.2285  0.2825

Atomic forces in eV per Å
-1.1 -1.1 -3.4
-1.4 1.1 -2.3
0.3 -0.4 1.5
-0.7 0.2 -0.9
0.1 1.3 0.3
-0.9 -0.6 0.5
1.0 0.3 -0.1
0.5 -1.0 -2.0
1.2 0.2 -0.2
0.5 -0.5 1.0
-0.4 0.9 1.6
-0.9 -0.8 -0.2
1.0 0.5 2.3
-0.2 -1.2 0.8
-0.7 1.0 0.9
1.4 0.2 0.2
-0.3 -0.3 -0.9
0.3 0.7 -0.4
-0.3 -0.1 0.1
-0.1 0.0 0.0
-0.1 -0.2 0.2
0.2 -0.3 0.1
0.3 -0.4 0.4
0.2 0.4 -0.1
-0.1 0.0 0.6
-0.4 0.1 -0.1
0.0 0.0 -0.4
-0.4 0.3 -0.8
0.1 0.0 -0.1
-0.3 0.3 0.1
0.0 -0.7 0.7
0.7 0.2 0.4
0.3 0.2 -0.5
0.3 -0.3 0.3
0.0 -0.1 0.1
-0.2 0.0 0.0
-0.4 0.0 0.1
0.1 0.2 0.0
0.2 -0.1 0.1
0.1 -0.1 0.0
0.1 0.0 -0.1
-0.1 -0.1 0.0
-0.2 0.3 0.8
0.3 -0.3 0.0
-0.2 -0.5 -0.5
-0.3 -0.1 -0.1
0.0 0.1 -0.2
0.4 0.7 0.3
0.2 -0.2 0.0
-0.3 -0.1 -0.4
-0.1 -0.2 0.2
0.2 0.1 0.0

---

The following largest force on an atom values (in eV/A) correspond, in order, to the records above: 5.59; 0.63; 1.61; 3.77.